{
  "formula": "C3H3CsO4",
  "method": "ωB97M-V with the def2-TZVPD basis set",
  "elements": ["O", "C", "C", "O", "Cs", "H", "H", "C", "O", "O", "H"],
  "xyz": [[2.2516, 0.5363, -1.2513], [1.8882, -0.5376, -0.8022], [1.4542, -0.6644, 0.6344], [1.1333, 0.3194, 1.2938], [0.6764, 3.2638, -0.2246], [1.9981, -1.4807, -1.3691], [1.1796, -1.6780, 0.9779], [-2.0427, 0.5894, 0.2687], [-2.6827, 0.7043, 1.3262], [-2.6080, -0.2335, -0.6491], [-3.2480, -0.8189, -0.2047]],
  "forces_ev_per_a": [[-0.711, -1.112, 0.273], [1.607, 1.205, -0.477], [-2.398, 1.477, 1.328], [1.243, -1.536, -1.119], [-0.447, -0.773, 0.160], [-0.297, 0.204, -0.106], [0.480, 0.065, 0.131], [-0.096, 1.659, 1.456], [0.792, -0.286, -0.640], [0.202, -1.205, -1.253], [-0.374, 0.301, 0.248]],
  "mol_weight_da": 236.0,
  "de_lowest_kcal_mol": 49.63,
  "orbital_gap_ev": [4.049, 4.048],
  "e_tot_ev": -11894.33519,
  "homo_ev": [-5.55, -5.55],
  "lumo_ha": [-0.055, -0.055]
}